This record from the OMol25 dataset describes 12 unconnected molecules or ions with the total composition C18H60N8O12. The level of theory is ωB97M-V/def2-TZVPD.

The geometry in XYZ format:
```
98
Properties=species:S:1:pos:R:3:forces:R:3:mulliken_charge:R:1
N 18.0448 10.9496 13.5234 -0.20 0.65 0.09 0.195
C 17.9515 12.2725 13.7925 0.54 0.13 0.47 0.685
N 18.5931 12.6620 14.9454 -0.17 0.10 0.08 -0.395
O 17.3933 13.1070 13.0798 -0.07 -0.12 -0.32 -0.771
H 17.6240 10.6316 12.6512 0.10 -0.15 0.29 -0.284
H 18.4063 10.3761 14.2774 0.04 -0.48 -0.51 0.305
H 18.5087 13.6186 15.2336 -0.06 0.03 -0.13 0.228
H 19.1369 12.0459 15.5226 -0.07 -0.16 -0.13 0.159
N 14.3925 12.1605 11.4185 -0.25 -0.26 -0.35 -0.059
C 13.5974 12.4997 10.3440 0.52 0.38 -0.13 0.524
N 13.8248 11.7124 9.2287 -0.33 0.06 0.63 -0.253
O 12.8128 13.4273 10.3351 0.01 0.00 -0.01 -0.683
H 15.1631 11.5562 11.1791 0.29 0.09 0.34 -0.171
H 14.6191 12.9127 12.0486 -0.17 -0.08 0.16 0.245
H 13.5730 12.1082 8.3441 -0.12 -0.30 -0.10 0.180
H 14.3924 10.8920 9.3237 0.16 0.02 -0.47 0.159
N 10.5592 10.5894 13.3351 0.87 -0.14 0.66 -0.437
C 11.6180 10.5419 14.2203 0.30 -0.13 -0.59 0.614
N 11.8762 9.2983 14.7258 -0.35 -0.17 0.05 -0.115
O 12.2935 11.5284 14.4470 0.01 0.24 0.34 -0.635
H 10.2926 11.5258 13.0911 -0.36 -0.18 -0.29 0.247
H 9.9915 9.7714 13.2316 -0.48 0.33 -0.17 0.149
H 12.6853 9.1289 15.2992 0.12 0.37 -0.03 -0.030
H 11.4521 8.5014 14.2879 0.10 0.02 0.12 0.148
N 17.4723 10.9834 8.6499 -0.19 -0.56 0.33 -0.389
C 17.5349 11.2595 9.9844 -0.02 0.49 -0.23 0.478
N 18.1211 12.4250 10.3341 0.08 -0.38 -0.15 -0.330
O 17.0466 10.4719 10.8055 -0.09 -0.06 -0.03 -0.428
H 16.9447 10.1548 8.4305 0.13 0.04 -0.29 0.214
H 17.8447 11.5551 7.9179 -0.02 0.11 0.04 0.161
H 18.3929 13.0621 9.6095 0.00 0.18 0.11 0.182
H 17.9941 12.7555 11.2864 -0.13 0.12 0.15 0.105
C 11.0904 4.9487 11.3701 0.21 0.96 -0.42 -1.369
C 11.9738 5.0663 12.6100 -1.07 0.09 -0.28 1.179
C 11.9487 6.4940 13.1455 0.57 0.01 -0.47 -1.793
O 11.4322 4.1700 13.5950 0.49 -0.02 -0.04 -0.591
H 11.0490 3.9798 10.8796 -0.01 -0.23 0.39 0.380
H 11.4159 5.6620 10.5998 0.14 -0.09 0.10 0.233
H 10.0936 5.2927 11.6554 -0.14 -0.33 -0.06 0.322
H 13.0041 4.7811 12.3963 0.01 -0.16 0.09 -0.290
H 10.9478 6.7435 13.5137 0.02 -0.24 0.32 0.647
H 12.1479 7.2515 12.3802 0.11 -0.26 -0.20 0.548
H 12.7612 6.6056 13.8633 -0.39 0.14 0.40 0.358
H 10.9897 4.7053 14.2577 -0.02 -0.05 0.03 0.330
C 13.0725 5.9338 18.7255 -0.36 -0.02 -0.84 -1.538
C 13.4969 6.4002 17.3218 -0.04 -0.38 0.78 1.023
C 14.9921 6.5906 17.2461 0.45 0.19 -0.54 -1.124
O 13.1411 5.3876 16.3722 0.01 0.39 -0.04 -0.524
H 13.6067 5.0164 18.9689 0.10 0.09 0.23 0.344
H 12.0075 5.6888 18.6650 0.00 0.01 0.25 0.421
H 13.2011 6.7162 19.4708 0.16 -0.08 0.09 0.388
H 12.9480 7.3255 17.1117 0.20 0.09 -0.20 -0.056
H 15.3126 7.1006 16.3328 -0.28 0.10 0.01 -0.017
H 15.5002 5.6238 17.2145 -0.16 -0.10 0.29 0.441
H 15.3662 7.1642 18.0945 -0.05 -0.05 0.06 0.388
H 12.1794 5.3563 16.3728 0.02 -0.21 -0.10 0.291
C 18.2295 4.2425 11.7442 0.14 0.12 -0.20 -1.598
C 17.0834 5.2431 11.7680 0.29 -0.20 0.40 0.967
C 15.8063 4.6967 11.1700 0.48 -0.26 -0.41 -1.393
O 16.8223 5.6923 13.1153 0.15 0.16 -0.04 -0.467
H 17.9724 3.3020 12.2354 -0.10 -0.01 -0.05 0.382
H 19.1250 4.6412 12.2222 -0.11 0.11 0.10 0.348
H 18.4942 4.0454 10.7024 -0.05 -0.19 0.05 0.415
H 17.4283 6.1384 11.2471 -0.26 0.07 -0.06 0.003
H 15.9980 4.3514 10.1499 -0.11 0.28 -0.08 0.500
H 15.0379 5.4654 11.1819 -0.20 -0.18 0.03 0.057
H 15.5060 3.7862 11.6957 -0.22 0.22 0.26 0.472
H 16.5046 4.9393 13.6273 -0.01 0.04 0.08 0.257
C 18.1148 8.7630 16.2517 -1.74 0.39 -0.32 -0.368
O 19.2249 9.0528 15.4345 0.08 -0.42 0.38 -0.677
H 17.8843 9.6352 16.8641 0.29 -0.03 0.17 0.430
H 17.2078 8.6375 15.6334 0.10 0.09 -0.08 -0.156
H 18.0752 7.8730 16.8890 1.01 -0.05 -0.03 0.326
H 19.2203 8.3940 14.7098 0.40 0.05 0.02 0.414
C 14.3232 7.8332 9.1900 -1.54 -0.44 -0.63 -0.184
O 14.5097 8.3207 7.8498 0.48 0.28 0.64 -0.523
H 13.2535 7.6030 9.2809 0.11 -0.15 0.29 0.321
H 14.8519 6.8919 9.3326 0.35 0.21 0.21 0.254
H 14.4918 8.5686 9.9749 0.64 0.14 -0.26 -0.183
H 13.7441 8.0328 7.3512 0.04 0.08 -0.15 0.317
C 15.0015 9.0753 13.1154 0.22 -0.55 0.61 -0.197
O 14.8548 7.7931 13.7631 0.22 0.26 -0.39 0.132
H 15.4837 9.7491 13.8273 -0.21 0.36 -0.17 -0.244
H 15.6361 9.0232 12.2282 -0.09 -0.09 -0.09 0.343
H 14.0082 9.4238 12.8470 0.03 0.18 0.05 0.118
H 15.6973 7.3273 13.6674 -0.27 -0.17 -0.01 -0.102
C 19.4168 7.9390 12.0476 -0.02 0.63 0.29 -0.649
O 19.2122 7.3189 13.3172 -0.25 0.09 0.09 -0.655
H 19.7087 7.2057 11.2964 -0.03 0.01 -0.08 0.369
H 18.5504 8.5260 11.7295 -0.14 -0.30 -0.13 0.151
H 20.2041 8.6841 12.1743 0.18 -0.25 -0.04 0.330
H 18.2988 6.9993 13.3845 0.15 -0.34 -0.18 0.507
C 15.1545 10.5392 17.0781 0.11 -0.03 -0.81 0.090
O 13.8259 10.8617 16.7174 -0.07 -0.37 0.65 -0.547
H 15.7249 10.4210 16.1508 0.38 0.15 0.22 -0.255
H 15.6190 11.2815 17.7324 0.00 0.11 -0.08 0.389
H 15.2061 9.5708 17.5785 -0.36 0.03 0.09 0.003
H 13.8150 11.4670 15.9669 -0.20 -0.07 -0.13 0.314
```
Forces are in eV/Å.

The calculation puts the relative energy (zero: lowest compared OMol25 entry of this formula, charge and spin) at 0.00 kcal per mole. As for the SMILES: NC(N)=O.NC(N)=O.NC(N)=O.NC(N)=O.CC(C)O.CC(C)O.CC(C)O.CO.CO.CO.CO.CO. For the HOMO energy, the calculation gives -9.33 eV. As for the total energy: -56132.752 eV. As for the orbital gap: 0.3549 hartree. The value obtained for the lowest unoccupied orbital energy is 0.3299 eV.